# 1
One molecule with the formula C10H23NO5. Source: OMol25; level of theory: wB97M-V/def2-TZVPD.

Calculated values
SMILES string: C[C@H](CO)ON(O[C@@H](C)CO)C(C)(C)CO
HOMO-LUMO gap: 0.3417 Ha
ΔE to the lowest compared entry with this formula, charge and spin: 97.7 kcal per mole
E_tot: -825.5772 Ha
F_max: 0.0803 hartree/bohr

Structure (XYZ):
```
39
Properties=species:S:1:pos:R:3:nbo_charge:R:1
C -0.926 2.153 2.452 -0.64
C -0.363 0.971 1.754 0.04
C 1.045 0.703 2.088 -0.09
O 1.921 1.844 1.939 -0.71
O -0.660 1.106 0.375 -0.39
N -1.267 0.019 -0.267 0.04
O -0.466 -1.201 -0.271 -0.44
C 0.696 -1.345 -1.098 0.07
C 1.616 -2.518 -0.607 -0.63
C 0.476 -1.598 -2.570 -0.10
O 0.142 -0.371 -3.206 -0.72
C -2.721 -0.371 -0.338 0.09
C -3.317 -0.490 1.062 -0.64
C -2.862 -1.743 -1.055 -0.62
C -3.456 0.740 -1.186 -0.05
O -3.314 2.027 -0.630 -0.73
H -0.322 3.047 2.090 0.22
H -1.931 2.408 2.267 0.22
H -0.671 2.182 3.539 0.23
H -0.910 0.063 2.112 0.19
H 1.027 0.265 3.081 0.19
H 1.396 -0.062 1.353 0.18
H 1.940 1.961 1.018 0.46
H 1.169 -0.359 -1.086 0.19
H 2.550 -2.425 -1.180 0.22
H 1.740 -2.415 0.492 0.22
H 1.270 -3.492 -0.883 0.21
H -0.320 -2.340 -2.738 0.17
H 1.437 -1.752 -3.064 0.20
H -0.756 -0.121 -2.863 0.47
H -3.116 0.395 1.640 0.22
H -4.425 -0.609 0.960 0.21
H -2.991 -1.356 1.610 0.22
H -2.517 -1.681 -2.104 0.21
H -4.002 -2.032 -1.015 0.22
H -2.253 -2.595 -0.584 0.25
H -2.929 0.730 -2.153 0.15
H -4.456 0.367 -1.354 0.18
H -2.356 2.104 -0.286 0.49
```



# 2
A 2-piece molecular cluster, C10H23NO6S overall. Source: OMol25; level of theory: wB97M-V/def2-TZVPD.

Calculated values
SMILES string: CCSCOC(=O)OO.COCCNCCOC
HOMO-LUMO gap: 0.3254 Ha
ΔE to the lowest compared entry with this formula, charge and spin: 63.8 kcal per mole
E_tot: -1299.0386 Ha
F_max: 0.0441 hartree/bohr

Structure (XYZ):
```
41
Properties=species:S:1:pos:R:3:nbo_charge:R:1
C 5.803 1.285 -4.210 -0.62
C 4.400 0.861 -3.786 -0.51
S 3.346 0.927 -5.261 0.18
C 1.805 0.245 -4.584 -0.22
O 1.614 0.737 -3.247 -0.54
C 0.334 0.697 -2.829 0.96
O -0.055 0.073 -1.862 -0.56
O -0.543 1.453 -3.546 -0.25
O 0.078 2.379 -4.446 -0.41
H 6.534 0.825 -3.569 0.22
H 5.890 2.355 -4.123 0.21
H 5.995 0.981 -5.227 0.21
H 4.371 -0.148 -3.409 0.21
H 4.027 1.524 -3.027 0.22
H 0.986 0.537 -5.214 0.23
H 1.910 -0.824 -4.535 0.19
H 0.687 2.894 -3.903 0.47
C -4.835 -1.134 2.689 -0.25
O -3.735 -1.815 2.119 -0.56
C -3.161 -1.154 0.996 -0.07
C -1.757 -0.689 1.303 -0.25
N -1.767 0.397 2.277 -0.62
C -0.447 0.764 2.778 -0.25
C 0.314 -0.267 3.604 -0.08
O -0.279 -0.555 4.855 -0.55
C -1.253 -1.583 4.847 -0.24
H -5.248 -1.773 3.468 0.19
H -4.535 -0.181 3.140 0.16
H -5.613 -0.945 1.943 0.17
H -3.785 -0.316 0.672 0.18
H -3.119 -1.877 0.177 0.18
H -1.289 -0.336 0.381 0.21
H -1.191 -1.560 1.661 0.16
H -2.346 0.128 3.061 0.35
H -0.572 1.655 3.399 0.20
H 0.176 1.057 1.927 0.19
H 1.295 0.160 3.832 0.19
H 0.499 -1.192 3.046 0.16
H -1.039 -2.339 4.088 0.17
H -2.260 -1.186 4.689 0.16
H -1.235 -2.060 5.827 0.19
```



# 3
C10H24BIInNO2P2 as an isolated structure. Source: OMol25; level of theory: wB97M-V/def2-TZVPD.

Calculated values
Net charge: +2
HOMO-LUMO gap: 0.1968 Ha
ΔE to the lowest compared entry with this formula, charge and spin: 6.3 kcal per mole
E_tot: -1795.4290 Ha
F_max: 0.1160 hartree/bohr

Structure (XYZ):
```
42
Properties=species:S:1:pos:R:3:nbo_charge:R:1
C -0.001 -0.037 -5.558 -0.81
C 0.006 0.678 -4.289 0.91
H 0.004 0.611 -6.469 0.34
H -0.894 -0.690 -5.581 0.33
H 0.882 -0.704 -5.583 0.33
O 0.015 1.712 -3.734 -0.32
I -0.014 -1.537 -2.278 -0.26
In 0.003 0.314 -0.262 0.88
P 2.613 -0.079 0.144 1.02
C 3.481 1.143 1.167 -0.96
C 3.012 -1.670 0.974 -0.93
H 4.106 -1.731 1.078 0.27
H 4.593 -0.352 -1.185 0.27
H 2.637 -2.508 0.367 0.26
H 3.124 -0.859 -2.106 0.26
H 3.139 1.062 2.208 0.28
H 2.539 -1.689 1.970 0.29
C 3.544 -0.109 -1.419 -0.96
H 4.558 0.927 1.111 0.27
H 3.495 0.882 -1.888 0.25
H 3.288 2.153 0.785 0.25
P -2.615 -0.030 0.148 1.02
C -3.459 1.209 1.169 -0.96
C -3.548 -0.047 -1.415 -0.96
H -2.683 -2.459 0.374 0.26
H -4.136 -1.653 1.087 0.27
H -2.566 -1.639 1.977 0.29
C -3.041 -1.613 0.981 -0.93
H -3.141 -0.805 -2.101 0.26
H -4.601 -0.271 -1.179 0.27
H -4.540 1.013 1.112 0.27
H -3.245 2.215 0.786 0.25
H -3.481 0.943 -1.885 0.25
H -3.118 1.122 2.210 0.28
C 0.027 2.722 0.657 0.56
O 0.032 3.092 1.764 -0.35
B -0.003 -0.158 4.653 -0.64
C -0.003 -0.293 3.113 0.48
N -0.004 -0.449 1.947 -0.80
H -1.031 0.436 4.995 0.05
H 1.027 0.434 4.994 0.05
H -0.003 -1.287 5.159 0.08
```



# 4
C10H24ClCoI2N2P2 as an isolated structure. Source: OMol25; level of theory: wB97M-V/def2-TZVPD.

Calculated values
Net charge: +2
HOMO-LUMO gap (spin up / spin down): 0.2550 / 0.1741 Ha
ΔE to the lowest compared entry with this formula, charge and spin: 0.0 kcal per mole
E_tot: -3625.4719 Ha
F_max: 0.0271 hartree/bohr
Spin multiplicity: 5
Expectation value of S²: 6.056

Structure (XYZ):
```
42
Properties=species:S:1:pos:R:3:nbo_charge:R:1
I -2.760 2.514 -2.349 0.06
I -2.947 -0.981 -0.272 0.24
Co -0.629 -0.373 0.047 0.80
P -0.214 -1.777 -1.734 1.12
C -0.748 -1.061 -3.317 -0.98
C 1.563 -2.119 -1.961 -0.96
H 1.704 -2.866 -2.756 0.27
H -0.561 -4.059 -2.454 0.27
H 1.969 -2.495 -1.013 0.28
H -0.556 -3.910 -0.665 0.28
H -0.291 -0.070 -3.423 0.26
H 2.084 -1.192 -2.233 0.26
C -0.910 -3.460 -1.601 -0.96
H -0.436 -1.711 -4.142 0.28
H -2.002 -3.419 -1.584 0.25
H -1.834 -0.922 -3.314 0.25
P -1.370 0.593 2.030 1.12
C -2.323 2.112 1.740 -0.98
C -2.340 -0.499 3.113 -0.97
H 0.609 0.201 3.332 0.28
H -0.385 1.519 4.031 0.27
H 0.629 1.827 2.591 0.26
C 0.007 1.085 3.102 -0.97
H -1.755 -1.403 3.313 0.29
H -2.541 0.027 4.054 0.27
H -2.422 2.660 2.683 0.28
H -3.304 1.859 1.326 0.26
H -3.278 -0.781 2.626 0.25
H -1.803 2.721 0.992 0.26
Cl 0.419 -1.899 1.330 -0.50
C 3.032 0.224 0.839 -0.69
C 2.189 1.075 -0.022 0.42
N 0.898 0.998 -0.375 -0.63
C 0.647 2.099 -1.198 -0.14
C 1.788 2.826 -1.336 -0.05
N 2.739 2.168 -0.587 -0.49
H 3.956 -0.026 0.300 0.26
H 3.306 0.788 1.739 0.26
H 2.517 -0.695 1.127 0.26
H -0.342 2.265 -1.606 0.22
H 1.986 3.715 -1.903 0.26
H 3.710 2.439 -0.473 0.45
```



# 5
C10H24CuGaN3O3P as an isolated structure. Source: OMol25; level of theory: wB97M-V/def2-TZVPD.

Calculated values
HOMO-LUMO gap: 0.1890 Ha
E_tot: -4691.9629 Ha
F_max: 0.0952 hartree/bohr

Structure (XYZ):
```
43
Properties=species:S:1:pos:R:3:nbo_charge:R:1
C 3.790 1.379 0.244 -0.63
C 3.723 -0.158 0.220 -0.17
N 2.937 -0.799 1.257 -1.09
Ga 1.060 -0.740 0.816 1.55
O 0.898 0.374 -0.819 -0.67
C 1.227 -0.169 -1.797 0.72
N 1.645 -0.644 -2.802 -0.84
O 0.209 0.158 2.199 -0.93
C -1.184 0.180 2.137 -0.06
C -1.783 1.512 1.678 -0.25
N -0.964 2.259 0.698 -0.61
C -1.764 2.789 -0.414 -0.23
C -1.825 1.871 -1.601 0.09
C -2.368 0.493 -1.327 -0.65
O -2.695 2.520 -2.543 -0.72
P 0.298 -2.930 0.561 0.15
C -0.184 -3.370 -1.168 -0.91
C -1.074 -3.345 1.717 -0.90
H 3.947 1.646 1.275 0.22
H 2.903 1.849 -0.139 0.22
H 4.662 1.697 -0.311 0.20
H 3.385 -0.536 -0.743 0.06
H 4.769 -0.455 0.354 0.17
H 3.165 -0.390 2.150 0.37
H -1.552 0.014 3.148 0.16
H -1.611 -0.621 1.531 0.14
H -1.990 2.165 2.517 0.18
H -2.749 1.317 1.233 0.18
H -0.635 3.076 1.181 0.36
H -1.243 3.679 -0.742 0.20
H -2.752 3.112 -0.097 0.17
H -0.849 1.815 -2.064 0.16
H -3.417 0.528 -1.077 0.22
H -2.235 -0.116 -2.214 0.20
H -1.844 -0.023 -0.538 0.22
H -2.808 1.900 -3.264 0.46
H 0.687 -3.196 -1.781 0.23
H -0.386 -4.426 -1.248 0.23
H -1.003 -2.799 -1.587 0.21
H -2.015 -2.856 1.519 0.21
H -0.751 -3.167 2.727 0.24
H -1.232 -4.411 1.640 0.23
Cu 3.606 -1.181 -2.525 0.91
```



# 6
C10H24GaNO6PS as an isolated structure. Source: OMol25; level of theory: wB97M-V/def2-TZVPD.

Calculated values
Net charge: -1
HOMO-LUMO gap: 0.2417 Ha
E_tot: -3566.0268 Ha
F_max: 0.0879 hartree/bohr

Structure (XYZ):
```
44
Properties=species:S:1:pos:R:3:nbo_charge:R:1
C -0.459 2.217 2.307 -0.61
C 0.365 2.673 1.097 -0.53
S 1.016 1.366 0.033 0.16
C -0.125 -0.065 0.054 -1.01
Ga -0.032 -1.338 1.655 0.79
C -1.848 -1.530 2.601 -0.88
C -2.827 -0.381 2.344 -0.53
C -3.175 0.389 3.574 0.81
O -2.577 0.373 4.560 -0.56
O -4.328 1.142 3.478 -0.74
P 1.690 -0.932 3.226 1.70
N 1.080 -0.714 4.666 -1.41
O 2.717 -2.217 3.298 -1.00
O 2.647 0.343 2.957 -1.01
H -0.105 1.304 2.764 0.23
H -1.508 2.184 2.047 0.19
H -0.375 2.986 3.067 0.20
H 1.231 3.193 1.479 0.21
H -0.217 3.413 0.556 0.19
H 0.141 -0.623 -0.832 0.22
H -1.122 0.317 -0.147 0.20
H 0.279 -2.817 1.044 -0.35
H -2.306 -2.421 2.196 0.21
H -1.745 -1.693 3.668 0.23
H -2.491 0.344 1.609 0.23
H -3.772 -0.775 1.985 0.21
H -4.878 0.912 4.234 0.48
H 0.067 -0.742 4.632 0.37
H 2.307 -2.950 2.820 0.50
H 2.773 0.825 3.786 0.50
O 0.669 2.313 -4.448 -0.56
C 0.798 1.179 -4.812 0.80
O 0.923 0.192 -3.904 -0.49
C 0.865 -1.195 -4.229 -0.07
C 2.223 -1.733 -4.630 -0.64
C 0.918 0.833 -6.283 -0.74
H 0.103 -1.386 -4.988 0.17
H 0.531 -1.691 -3.320 0.21
H 2.595 -1.253 -5.536 0.20
H 2.171 -2.809 -4.806 0.21
H 2.950 -1.542 -3.840 0.23
H 1.965 0.889 -6.576 0.24
H 0.353 1.569 -6.850 0.24
H 0.517 -0.146 -6.541 0.21
```



# 7
A 2-piece molecular cluster, C10H24N2O4S overall. Source: OMol25; level of theory: wB97M-V/def2-TZVPD.

Calculated values
HOMO-LUMO gap: 0.1942 Ha
E_tot: -1203.9148 Ha
F_max: 0.0425 hartree/bohr

Structure (XYZ):
```
41
Properties=species:S:1:pos:R:3:nbo_charge:R:1
C -1.389 0.271 -3.708 -0.62
C 0.102 0.577 -3.327 -0.40
C 1.075 -0.592 -3.725 -0.42
C 0.860 -1.869 -2.857 -0.25
N 1.728 -1.811 -1.613 -0.73
S 0.667 -1.275 -0.358 1.30
C 0.459 -2.696 0.782 -0.61
C -1.036 -2.873 1.232 -0.23
N -1.860 -3.437 0.140 -0.83
O 1.397 -0.024 0.447 -0.63
C 0.251 0.709 1.029 -0.09
C 0.692 1.700 2.124 -0.44
C 1.391 2.992 1.562 -0.63
H -1.508 -0.004 -4.771 0.21
H -1.814 -0.511 -3.049 0.19
H -1.948 1.213 -3.540 0.23
H 0.386 1.463 -3.932 0.22
H 0.193 0.856 -2.258 0.19
H 0.903 -0.774 -4.804 0.22
H 2.122 -0.268 -3.552 0.23
H -0.209 -1.865 -2.539 0.19
H 1.016 -2.817 -3.401 0.23
H 1.963 -2.788 -1.429 0.40
H 1.070 -2.644 1.701 0.28
H 0.764 -3.607 0.224 0.26
H -0.997 -3.525 2.124 0.23
H -1.496 -1.915 1.549 0.20
H -1.909 -2.713 -0.575 0.34
H -2.806 -3.520 0.504 0.38
H -0.384 1.160 0.235 0.20
H -0.393 -0.066 1.511 0.18
H -0.204 1.964 2.736 0.29
H 1.392 1.161 2.791 0.22
H 0.868 3.866 1.990 0.26
H 2.432 2.999 1.950 0.21
H 1.456 3.016 0.459 0.19
C -1.411 3.352 4.760 0.92
O -1.576 4.467 4.183 -0.84
O -0.190 3.291 5.424 -0.77
O -2.136 2.342 4.803 -0.79
H 0.081 4.195 5.178 0.48
```



# 8
C10H25ClIN2P2Ti as an isolated structure. Source: OMol25; level of theory: wB97M-V/def2-TZVPD.

Calculated values
Net charge: +2
HOMO-LUMO gap (spin up / spin down): 0.1204 / 0.1308 Ha
E_tot: -2794.9123 Ha
F_max: 0.1514 hartree/bohr
Spin multiplicity: 2
Expectation value of S²: 0.758

Structure (XYZ):
```
42
Properties=species:S:1:pos:R:3:nbo_charge:R:1
C -1.376 -0.066 1.701 -0.51
I 1.015 -0.392 2.389 -0.64
H -0.379 0.464 1.559 0.24
H -2.032 0.522 1.037 0.19
H -1.437 -1.111 1.389 0.22
Ti 1.604 0.071 -2.562 1.24
P 0.613 2.002 -1.520 0.85
C 0.247 2.845 0.071 -0.93
C 2.346 2.570 -1.906 -0.94
H 2.271 3.584 -2.317 0.30
H 0.045 3.973 -2.846 0.27
H 2.854 1.927 -2.679 0.20
H -0.377 2.441 -3.671 0.27
H 0.812 2.383 0.896 0.29
H 2.960 2.585 -0.995 0.29
C -0.370 2.966 -2.711 -0.93
H 0.509 3.914 0.015 0.28
H -1.399 3.047 -2.338 0.27
H -0.825 2.775 0.317 0.26
P 0.611 -2.026 -1.713 0.83
C 0.119 -2.807 -0.141 -0.94
C -0.443 -2.984 -2.851 -0.92
H 2.759 -2.391 -2.846 0.23
H 2.141 -3.878 -2.036 0.29
H 2.908 -2.581 -1.062 0.28
C 2.275 -2.789 -1.938 -0.95
H -0.366 -2.569 -3.858 0.26
H -0.147 -4.042 -2.861 0.27
H 0.288 -3.895 -0.130 0.27
H -0.942 -2.634 0.048 0.24
H -1.483 -2.906 -2.516 0.27
H 0.677 -2.363 0.696 0.30
Cl 1.101 0.325 -4.718 -0.32
N -1.873 -0.979 3.915 -0.28
C -1.880 -0.572 5.192 0.06
C -1.837 0.823 5.158 -0.29
C -1.830 1.199 3.826 0.05
N -1.887 0.085 3.081 -0.12
H -1.831 -1.919 3.541 0.45
H -1.858 -1.259 6.022 0.27
H -1.802 1.480 5.997 0.27
H -1.780 2.185 3.366 0.25
```



Q: What is the E_tot in the third record?
A: -1795.4290 Ha



Q: Which value of E_tot does entry 6 give?
A: -3566.0268 Ha